No. 1
DFT (the ωB97M-V functional and the def2-TZVPD basis) results for the molecule CH2FPS2.

CARTESIAN COORDINATES (ANGSTROEM)
C: -0.8004 2.5286 -1.6671
F: -0.4826 2.7713 -0.3898
P: -1.0282 0.2332 0.1521
S: -2.5457 0.2072 1.3943
S: -1.1077 1.0213 -1.9970
H: 0.1422 0.8788 0.2769
H: -0.5307 -1.0585 -0.1042

Forces on the atoms, in the same order (eV/Å):
0.3 3.3 2.1
0.5 1.8 -0.1
-2.0 -1.1 -0.6
1.1 0.4 -0.8
-0.9 -5.1 -1.2
1.1 0.7 0.9
-0.2 0.1 -0.3

Summary:
Multiplicity: 3
Energy above the lowest of the compared OMol25 structures with the same formula, charge and spin: 1.2024 eV
Gap between HOMO and LUMO (alpha / beta): 6.94 / 7.39 eV
E_LUMO (alpha / beta): -0.39 / -2.23 eV

No. 2
DFT (the ωB97M-V functional and the def2-TZVPD basis) results for a cluster of 2 separate species, C4H6INO in total.

CARTESIAN COORDINATES (ANGSTROEM)
C: -1.7501 -0.5894 -0.3455
C: -2.8590 1.1716 0.0592
C: -0.3102 0.9649 -1.8048
C: -0.3493 -0.1354 -0.7330
N: -2.7272 1.6660 1.1902
O: -2.3031 -1.6280 -0.2344
I: -3.7840 1.9188 -1.6688
H: -0.7164 1.8298 -1.3935
H: -0.9230 0.5017 -2.6016
H: 0.8219 1.1260 -2.0276
H: 0.0981 -0.9864 -1.2387
H: 0.0136 0.2426 0.1207
H: -3.4682 2.3434 1.3111

Forces on the atoms, in the same order (eV/Å):
-1.9 2.0 0.2
3.0 -3.2 -0.3
1.7 -2.2 -0.3
-2.4 -1.5 -3.3
-1.0 -0.5 -0.3
0.9 1.3 -0.2
-0.8 0.2 -0.3
-0.8 1.7 0.2
0.7 1.1 -0.3
-2.2 -0.2 -0.1
0.6 -0.4 0.9
2.1 0.8 3.3
0.1 1.0 0.5

Summary:
Multiplicity: 1
Energy above the lowest of the compared OMol25 structures with the same formula, charge and spin: 3.3305 eV
Gap between HOMO and LUMO: 8.60 eV
E_LUMO: 0.26 eV

No. 3
DFT (the ωB97M-V functional and the def2-TZVPD basis) results for a structure of composition C29H25F3MnN8S2Se.

CARTESIAN COORDINATES (ANGSTROEM)
Mn: 0.1866 -0.3151 -1.0123
C: 2.6576 5.0564 -0.4558
C: 2.7395 4.0020 0.6448
N: 3.1885 2.7217 0.1376
C: 2.4161 1.7089 -0.2170
S: 0.6648 1.8588 -0.1319
N: 2.9566 0.5951 -0.6557
N: 2.1592 -0.4126 -0.9564
C: 2.6898 -1.5479 -1.3589
C: 4.1517 -1.7018 -1.5665
C: 1.7373 -2.6184 -1.5663
C: 2.0738 -3.9415 -1.8682
C: 1.0676 -4.8803 -2.0095
C: -0.2518 -4.4857 -1.8242
C: -0.5177 -3.1615 -1.5189
N: 0.4417 -2.2485 -1.4022
H: 2.2055 5.9573 -0.0498
H: 2.0427 4.6968 -1.2797
H: 3.6477 5.3040 -0.8334
H: 1.7601 3.8577 1.1048
H: 3.4440 4.3292 1.4122
H: 4.1839 2.5970 -0.0059
H: 4.6159 -0.7230 -1.6501
H: 4.3488 -2.2841 -2.4622
H: 4.6059 -2.2089 -0.7172
H: 3.1059 -4.2315 -1.9622
H: 1.2991 -5.9097 -2.2398
H: -1.0615 -5.1934 -1.8971
H: -1.5341 -2.8197 -1.3489
Se: 0.2639 -2.4948 -5.7351
N: 0.0310 -0.9396 -6.4503
C: 0.0646 -0.0005 -5.5153
C: -0.0539 1.3831 -5.7167
C: 0.0576 2.1747 -4.6040
C: 0.2508 1.5973 -3.3416
N: 0.3412 0.3012 -3.0940
C: 0.2670 -0.5090 -4.1760
N: 0.3948 -1.8306 -4.1168
H: -0.1979 1.7829 -6.7077
H: 0.0007 3.2503 -4.6680
H: 0.3442 2.2557 -2.4845
S: -2.0854 0.2862 -1.3726
C: -2.8349 1.3298 -0.2371
N: -3.5132 2.3815 -0.7530
C: -4.2111 3.2503 -0.0029
C: -4.2751 3.0842 1.3561
C: -3.5865 2.0101 1.9395
C: -2.8665 1.1421 1.1505
H: -3.4919 2.5023 -1.7623
H: -4.6978 4.0629 -0.5224
H: -4.8538 3.7620 1.9612
H: -3.6332 1.8593 3.0075
H: -2.3160 0.3143 1.5708
F: -3.0433 -3.0491 7.2500
C: -2.3072 -1.9434 7.1210
F: -3.1429 -0.8933 7.2647
F: -1.4519 -1.8985 8.1422
C: -1.6162 -1.8677 5.7824
C: -2.1899 -2.4995 4.6822
C: -1.6300 -2.3225 3.4371
C: -0.5075 -1.4928 3.2789
C: 0.1034 -0.9212 4.4037
C: -0.4555 -1.1103 5.6506
C: -0.0994 -1.1871 1.9682
C: 0.0581 -0.8743 0.7950
H: -3.0728 -3.1082 4.8082
H: -2.0570 -2.7970 2.5667
H: 0.9965 -0.3273 4.2891
H: -0.0085 -0.6646 6.5254

Forces on the atoms, in the same order (eV/Å):
0.3 1.4 0.8
0.0 -0.2 0.2
-0.2 0.5 -0.2
0.4 -0.2 0.0
-0.6 -0.9 -0.4
-0.4 -0.5 -0.1
1.3 0.8 0.3
0.0 -1.2 -0.5
0.0 1.1 0.3
0.0 0.1 0.0
-0.6 -0.5 0.0
-0.1 0.7 0.2
-0.4 0.2 0.1
0.2 0.1 0.0
-0.3 -0.1 0.1
0.3 -0.8 -0.2
0.0 0.1 0.0
0.0 0.0 -0.1
0.0 0.0 -0.1
0.1 0.0 0.1
-0.2 -0.1 0.0
-0.1 -0.1 0.0
0.0 -0.1 0.0
0.0 -0.1 -0.1
0.1 -0.1 0.1
0.2 0.0 -0.1
0.1 0.0 0.0
-0.1 0.0 0.0
0.1 0.0 0.0
0.0 0.3 0.4
-0.2 0.9 -1.1
0.1 -1.0 0.3
0.1 0.6 0.3
-0.1 -0.1 -0.7
0.2 -0.1 0.3
0.0 0.8 0.6
0.1 -1.3 -1.1
0.1 0.1 0.8
-0.1 0.0 -0.1
0.0 0.1 0.0
-0.1 -0.1 -0.1
0.2 -0.5 -0.7
0.0 0.0 0.8
0.2 -0.2 0.0
-0.3 0.2 0.4
0.1 -0.2 0.0
-0.2 0.3 -0.3
0.1 0.1 -0.3
0.0 0.0 0.1
0.0 -0.1 0.0
0.0 0.1 0.0
0.0 0.0 0.1
0.0 -0.1 0.0
0.0 -0.2 -0.1
-0.1 0.1 0.1
0.0 0.0 -0.1
0.2 0.0 0.1
0.0 -0.1 -0.1
0.1 0.1 0.3
0.3 0.3 -0.1
-0.3 -0.3 0.9
-0.2 -0.1 -0.3
-0.3 -0.2 0.1
0.3 0.4 -1.9
-0.2 0.0 0.9
0.0 0.0 0.0
-0.1 0.0 -0.1
0.1 0.1 0.0
0.1 0.0 0.1

Summary:
Charge: +2
Multiplicity: 4
Energy above the lowest of the compared OMol25 structures with the same formula, charge and spin: 0.5456 eV
Gap between HOMO and LUMO (alpha / beta): 5.91 / 6.50 eV
E_LUMO (alpha / beta): -7.38 / -6.90 eV

No. 4
DFT (the ωB97M-V functional and the def2-TZVPD basis) results for a cluster of 2 separate species, C2H2ClFO2 in total.

CARTESIAN COORDINATES (ANGSTROEM)
C: 0.2641 0.7811 0.3466
C: -0.6342 -0.2647 -0.3311
O: 0.5771 0.5952 1.4962
O: -0.8390 -1.3312 0.4117
F: 1.2482 -0.7795 -1.3346
Cl: 0.5909 2.2449 -0.4883
H: -0.8200 -0.0710 -1.4349
H: -0.3870 -1.1748 1.3345

Forces on the atoms, in the same order (eV/Å):
-0.4 -0.4 1.3
4.1 -1.6 -0.8
-0.1 0.0 -1.0
0.0 2.3 -0.2
-2.0 0.9 1.3
-0.1 -0.3 -0.2
-0.8 -1.0 1.6
-0.6 0.1 -1.9

Summary:
Multiplicity: 1
Energy above the lowest of the compared OMol25 structures with the same formula, charge and spin: 2.8891 eV
Gap between HOMO and LUMO (alpha / beta): 9.07 / 9.06 eV
E_LUMO (alpha / beta): -2.05 / -2.05 eV

No. 5
DFT (the ωB97M-V functional and the def2-TZVPD basis) results for the molecule CHF4O3PS.

CARTESIAN COORDINATES (ANGSTROEM)
C: -1.2544 -0.5611 -0.5023
O: 1.2624 -1.3166 0.0838
O: -0.4857 -1.4235 1.8322
O: 0.4188 0.7465 1.1060
F: -1.6445 -1.7913 -0.6860
F: -2.1815 0.1390 0.0687
F: -0.9358 0.0055 -1.6080
F: 0.6868 2.1866 -0.8141
P: 1.5708 1.7615 0.3836
S: 0.1147 -0.7216 0.7148
H: 2.4484 0.9751 -0.5788

Forces on the atoms, in the same order (eV/Å):
0.9 -0.4 1.5
-0.7 0.8 0.0
0.6 1.5 -1.3
0.7 0.5 -0.1
-0.6 -1.1 -0.6
-1.6 0.9 0.8
0.8 0.6 -1.9
-1.2 0.9 -1.2
1.7 -0.2 0.0
0.4 -3.5 1.2
-1.0 0.0 1.6

Summary:
SMILES string: O=S(=O)(OPF)C(F)(F)F
Multiplicity: 1
Energy above the lowest of the compared OMol25 structures with the same formula, charge and spin: 0.1339 eV
Gap between HOMO and LUMO: 10.88 eV
E_LUMO: 0.06 eV

No. 6
DFT (the ωB97M-V functional and the def2-TZVPD basis) results for a structure of composition C38H46CaN4OPS2Si2.

CARTESIAN COORDINATES (ANGSTROEM)
Ca: -1.1334 -1.2377 0.2600
C: -0.5680 3.3723 1.0015
Si: -1.8663 2.1776 1.6597
C: -3.1211 1.8661 0.2954
C: -2.8306 3.2343 2.9138
C: -1.1225 0.5903 2.2267
C: -2.0639 -0.4127 2.7730
C: -3.1655 -0.1293 3.6114
C: -3.9626 -1.1381 4.1008
C: -3.6863 -2.4625 3.7672
C: -2.6173 -2.6878 2.9322
N: -1.8357 -1.7129 2.4554
Si: 0.2825 0.6875 3.4242
C: 1.1497 -0.9625 3.7163
C: -0.2994 1.1719 5.1594
C: 1.6191 1.9540 3.0028
H: -1.0897 4.1990 0.5049
H: 0.1146 2.9189 0.2769
H: 0.0437 3.8063 1.7952
H: -3.5749 2.8158 -0.0120
H: -3.9260 1.1990 0.6132
H: -2.6953 1.4008 -0.5975
H: -2.9729 4.2341 2.4881
H: -2.3076 3.3507 3.8673
H: -3.8265 2.8329 3.1209
H: -3.3547 0.8975 3.8918
H: -4.7981 -0.8984 4.7484
H: -4.2952 -3.2835 4.1178
H: -2.3759 -3.6902 2.5923
H: 0.5580 -1.5828 4.3974
H: 2.1196 -0.7875 4.1956
H: 1.3155 -1.5437 2.8073
H: -0.9834 0.4299 5.5818
H: -0.8125 2.1380 5.1639
H: 0.5630 1.2489 5.8315
H: 1.7644 2.1278 1.9367
H: 2.5739 1.6143 3.4216
H: 1.3920 2.9197 3.4639
N: 2.5513 -0.0522 0.3773
C: 2.9311 1.1442 -0.2091
C: 4.0887 1.7921 0.2344
C: 4.5121 2.9665 -0.3549
C: 3.7905 3.5254 -1.4020
C: 2.6501 2.8806 -1.8501
C: 2.2018 1.6847 -1.2842
P: 0.6685 0.8583 -1.8633
C: -0.0185 2.0609 -3.0486
C: 0.4351 2.1467 -4.3647
C: -0.1013 3.0860 -5.2319
C: -1.0953 3.9513 -4.7942
C: -1.5543 3.8713 -3.4880
C: -1.0214 2.9271 -2.6212
C: 1.3214 -0.4357 -2.9736
C: 2.6705 -0.7744 -3.0397
C: 3.0914 -1.8006 -3.8770
C: 2.1726 -2.4802 -4.6630
C: 0.8256 -2.1453 -4.6077
C: 0.4033 -1.1374 -3.7565
H: 1.5720 -0.2748 0.2885
H: 2.8837 -0.2234 1.3144
H: 4.6422 1.3637 1.0631
H: 5.4074 3.4520 0.0153
H: 4.1074 4.4531 -1.8608
H: 2.0835 3.3180 -2.6608
H: 1.2035 1.4665 -4.7119
H: 0.2522 3.1389 -6.2544
H: -1.5187 4.6804 -5.4747
H: -2.3385 4.5326 -3.1405
H: -1.3915 2.8649 -1.6073
H: 3.3942 -0.2393 -2.4391
H: 4.1418 -2.0650 -3.9168
H: 2.4991 -3.2840 -5.3121
H: 0.0942 -2.6922 -5.1897
H: -0.6558 -0.9106 -3.6939
S: -3.7589 -1.6230 -0.4469
C: -3.5707 -2.3378 -2.0216
C: -4.6930 -2.1970 -2.9128
N: -5.6051 -2.0706 -3.6052
C: -2.4784 -3.0251 -2.4627
S: -1.0268 -3.3258 -1.5417
C: -2.4702 -3.5459 -3.8018
N: -2.4034 -3.9797 -4.8684
C: 2.4369 -4.5057 0.3222
C: 1.6896 -4.7387 1.6436
C: 0.4948 -3.8129 1.5300
O: 1.0037 -2.6550 0.8407
C: 1.9329 -3.1425 -0.1687
H: 2.2022 -5.2793 -0.4085
H: 3.5165 -4.5050 0.4713
H: 2.3063 -4.4413 2.4941
H: 1.3924 -5.7776 1.7847
H: 0.1053 -3.4702 2.4868
H: -0.3137 -4.2591 0.9413
H: 2.7154 -2.3941 -0.2610
H: 1.4140 -3.2218 -1.1237

Forces on the atoms, in the same order (eV/Å):
0.2 0.0 -0.2
0.0 0.1 -0.1
0.0 0.0 0.1
0.0 0.1 -0.1
0.0 0.1 0.0
0.0 -0.1 0.2
-0.1 -0.2 0.1
0.0 0.1 0.0
0.0 0.0 0.0
0.0 0.0 0.0
0.0 0.0 0.0
0.0 0.0 0.2
-0.1 0.0 -0.1
0.1 -0.1 0.0
0.1 0.0 0.1
0.1 0.1 0.0
0.1 0.0 0.0
0.0 0.0 0.0
-0.1 0.0 0.0
0.0 0.0 0.0
0.0 0.0 0.1
0.0 0.0 0.0
0.0 0.0 0.0
0.0 0.0 0.0
0.0 0.0 0.0
0.0 0.0 0.0
0.0 0.0 0.0
0.0 0.0 0.0
0.0 0.0 0.0
0.0 0.0 0.0
0.0 0.0 0.0
0.0 0.1 0.0
0.0 0.0 0.0
0.0 0.0 0.0
0.0 0.0 0.0
0.0 0.0 0.0
0.0 0.0 0.0
0.0 0.0 0.0
0.1 0.0 -0.1
0.0 0.0 0.0
0.0 0.0 0.0
0.0 0.0 0.0
0.0 0.0 0.0
0.0 -0.1 0.0
0.0 0.3 0.0
0.1 -0.3 0.2
0.0 0.1 -0.1
0.0 0.0 0.0
0.0 0.0 0.0
0.0 0.0 0.0
0.0 0.0 0.0
0.0 0.0 0.0
0.1 0.0 -0.1
-0.1 0.0 0.0
0.0 0.0 0.0
0.0 0.0 0.0
0.0 0.0 0.0
0.0 -0.1 0.0
0.0 0.0 0.1
0.0 0.1 0.0
0.0 0.0 0.0
0.0 0.0 0.0
0.0 0.0 0.0
0.0 0.0 0.0
0.0 0.0 0.0
0.0 0.0 0.0
0.0 0.0 0.0
0.0 0.0 0.0
0.0 0.0 0.0
0.0 0.0 0.0
0.0 0.0 0.0
0.0 0.0 0.0
0.0 0.0 0.0
0.0 0.0 0.0
-0.1 0.1 -0.1
0.0 0.0 0.0
0.0 0.0 0.0
0.0 0.0 0.0
0.0 0.0 -0.1
-0.1 0.0 -0.1
0.0 -0.1 0.0
0.0 0.1 0.0
0.0 0.0 0.0
0.0 0.0 0.0
0.0 0.1 0.1
0.0 -0.1 -0.3
0.0 0.1 0.1
0.0 0.0 0.0
0.0 0.0 0.0
0.0 0.0 0.0
0.0 0.0 0.0
0.0 0.0 0.0
0.0 0.0 0.0
0.0 0.0 0.0
0.0 0.0 0.0

Summary:
Charge: -1
Multiplicity: 1
Energy above the lowest of the compared OMol25 structures with the same formula, charge and spin: 0.6587 eV
Gap between HOMO and LUMO: 6.50 eV
E_LUMO: 2.32 eV